Entry w
Entry from the OMol25 dataset: 3 unconnected molecules or ions with the total composition H5O2S (ωB97M-V with the def2-TZVPD basis set).

Geometry as XYZ:
```
8
Properties=species:S:1:pos:R:3
S 0.91 0.68 0.02
H -0.07 1.38 -0.45
H 0.36 -1.59 -2.87
H 0.17 -1.40 -1.24
O -0.25 -1.66 -2.16
H -0.56 0.47 1.54
H 0.18 1.12 2.73
O -0.73 1.00 2.43
```

The calculation puts the highest occupied orbital energy at -0.119 Ha. Its spin multiplicity is 1. Its charge is -1. Its lowest unoccupied orbital energy is 4.2663 eV. Its HOMO-LUMO gap is 7.50 eV.

***

Entry x
Entry from the OMol25 dataset: 3 unconnected molecules or ions with the total composition H5O2S (ωB97M-V with the def2-TZVPD basis set).

Geometry as XYZ:
```
8
Properties=species:S:1:pos:R:3
S -0.70 0.80 -0.33
H 0.27 1.32 0.43
H -2.08 -1.18 -0.21
H -1.01 -2.15 0.24
O -1.97 -2.06 0.19
H 2.24 0.86 -0.07
H 2.89 0.27 1.12
O 3.12 0.65 0.24
```

The calculation puts the highest occupied orbital energy at -0.117 Ha. Its spin multiplicity is 1. Its charge is -1. Its lowest unoccupied orbital energy is 4.1622 eV. Its HOMO-LUMO gap is 7.34 eV.

***

Most stable: entry x. Least stable: entry w.

***

Entry w
Entry from the OMol25 dataset: 3 unconnected molecules or ions with the total composition C2H11N2O2 (ωB97M-V with the def2-TZVPD basis set).

Geometry as XYZ:
```
17
Properties=species:S:1:pos:R:3
C -0.21 0.50 -0.80
C -0.96 1.53 -0.43
N -1.33 2.54 -1.32
N 0.29 -0.47 0.19
H 0.23 0.45 -1.78
H -1.49 1.50 0.53
H -2.30 2.80 -1.24
H -0.73 3.35 -1.33
H 0.46 0.06 1.05
H 1.25 -0.78 0.01
H -0.42 -1.20 0.46
H -1.96 -2.41 1.60
H -2.34 -2.34 0.11
O -1.91 -1.85 0.82
H 4.13 -0.53 0.62
H 3.87 -1.96 0.92
O 3.41 -1.17 0.59
```

The calculation puts the highest occupied orbital energy at -0.481 Ha. Its spin multiplicity is 1. Its charge is +1. Its lowest unoccupied orbital energy is -3.0156 eV. Its HOMO-LUMO gap is 10.08 eV.

***

Entry x
Entry from the OMol25 dataset: 3 unconnected molecules or ions with the total composition C2H11N2O2 (ωB97M-V with the def2-TZVPD basis set).

Geometry as XYZ:
```
17
Properties=species:S:1:pos:R:3
C -0.17 -0.06 -0.42
C 0.82 -0.13 0.50
N 2.20 0.34 0.03
N 0.01 -0.45 -1.73
H -1.09 0.35 -0.02
H 0.68 -0.08 1.57
H 2.13 -0.19 -0.85
H 2.25 1.25 -0.42
H 2.94 0.12 0.69
H -0.92 -0.44 -2.16
H 0.33 -1.38 -1.93
H 0.42 0.71 3.75
H 0.11 2.15 4.15
O -0.08 1.48 3.48
H -3.09 -1.20 -2.98
H -3.70 -1.33 -1.61
O -2.85 -1.13 -2.04
```

The calculation puts the highest occupied orbital energy at -0.476 Ha. Its spin multiplicity is 1. Its charge is +1. Its lowest unoccupied orbital energy is -3.6577 eV. Its HOMO-LUMO gap is 9.30 eV.

***

Entry y
Entry from the OMol25 dataset: 3 unconnected molecules or ions with the total composition C2H11N2O2 (ωB97M-V with the def2-TZVPD basis set).

Geometry as XYZ:
```
17
Properties=species:S:1:pos:R:3
C -0.90 0.33 -0.72
C -0.51 1.22 0.18
N -1.40 1.87 0.99
N 0.03 -0.77 -1.06
H -1.63 0.35 -1.52
H 0.50 1.51 0.31
H -1.16 2.32 1.99
H -2.32 2.17 0.68
H -0.35 -1.29 -1.91
H 0.09 -1.57 -0.37
H 1.01 -0.39 -1.28
H 2.85 0.50 -1.89
H 3.23 -0.71 -0.98
O 2.58 -0.36 -1.60
H -1.03 -0.98 2.17
H -0.86 -2.32 2.71
O -0.36 -1.72 2.08
```

The calculation puts the highest occupied orbital energy at -0.457 Ha. Its spin multiplicity is 1. Its charge is +1. Its lowest unoccupied orbital energy is -3.1382 eV. Its HOMO-LUMO gap is 9.29 eV.

***

Entry z
Entry from the OMol25 dataset: 3 unconnected molecules or ions with the total composition C2H11N2O2 (ωB97M-V with the def2-TZVPD basis set).

Geometry as XYZ:
```
17
Properties=species:S:1:pos:R:3
C 1.27 -2.10 -0.33
N -0.11 1.23 0.11
C 0.52 0.17 -0.37
N 0.64 -0.94 0.30
H 1.94 -1.58 -1.10
H 0.49 -2.73 -0.86
H 1.82 -2.64 0.42
H -0.44 1.39 1.06
H -0.54 1.73 -0.69
H 0.65 0.13 -1.52
H -0.16 -1.03 0.98
H -1.29 1.77 -2.91
H -2.36 2.71 -2.81
O -1.66 2.35 -2.26
H -0.29 0.55 3.68
H -0.44 -0.93 3.31
O -0.04 -0.07 3.00
```

The calculation puts the highest occupied orbital energy at -0.542 Ha. Its spin multiplicity is 1. Its charge is +1. Its lowest unoccupied orbital energy is -3.6182 eV. Its HOMO-LUMO gap is 11.13 eV.

***

Most stable: entry z. Least stable: entry x.

***

Entry w
Entry from the OMol25 dataset: a molecular structure, C23H25BrCl2I3N2O7S2Tl (ωB97M-V with the def2-TZVPD basis set).

Geometry as XYZ:
```
66
Properties=species:S:1:pos:R:3
Tl 1.57 -0.16 0.29
I 4.29 2.84 -0.02
C 5.53 1.48 1.10
I 4.26 -0.28 2.05
H 5.97 2.10 1.87
H 6.29 1.14 0.40
C -1.41 -1.99 -4.92
C -0.09 -1.50 -4.41
C 0.79 -0.75 -5.18
C 1.99 -0.31 -4.66
C 2.28 -0.69 -3.35
Br 3.94 -0.22 -2.56
N 1.47 -1.38 -2.59
C 0.30 -1.78 -3.10
H -1.51 -1.80 -5.99
H -2.20 -1.45 -4.40
H -1.53 -3.05 -4.73
H 0.52 -0.49 -6.20
H 2.69 0.29 -5.22
H -0.33 -2.32 -2.41
Cl -2.02 0.69 7.43
C -1.72 0.86 5.72
C -2.81 0.94 4.85
C -2.57 1.05 3.51
Cl -3.96 1.14 2.46
C -1.26 1.11 2.90
O -1.10 1.18 1.66
C -0.19 1.08 3.87
C 1.22 1.18 3.48
O 1.69 1.62 2.45
C -0.44 0.91 5.23
H -3.82 0.91 5.23
H 1.91 0.92 4.31
H 0.41 0.85 5.91
O 1.76 -3.64 2.95
S 2.13 -2.36 2.37
O 3.30 -1.84 3.20
O 1.03 -1.39 2.47
O 2.56 -2.51 0.97
I 0.57 -6.14 1.75
C -0.24 -4.26 1.35
C -1.18 -3.72 2.20
C -1.81 -2.55 1.80
C -1.47 -1.99 0.57
N -0.52 -2.50 -0.21
C 0.08 -3.62 0.17
H -1.40 -4.16 3.15
H -2.55 -2.09 2.43
H -1.96 -1.11 0.20
H 0.85 -4.01 -0.49
C 0.66 3.55 -1.73
C -0.16 2.77 -2.74
S -1.05 1.35 -1.96
O -1.87 0.78 -3.07
C -2.23 2.33 -0.95
C -3.44 2.75 -1.75
H 1.49 4.07 -2.20
H 1.08 2.87 -0.98
H 0.05 4.29 -1.20
H 0.49 2.28 -3.47
H -0.90 3.37 -3.28
H -1.67 3.17 -0.53
H -2.48 1.67 -0.13
H -3.20 3.53 -2.48
H -4.22 3.12 -1.08
H -3.83 1.89 -2.29
```

The calculation puts the highest occupied orbital energy at -0.085 Ha. Its spin multiplicity is 1. Its charge is -2. Its lowest unoccupied orbital energy is 3.8371 eV. Its HOMO-LUMO gap is 6.15 eV.

***

Entry x
Entry from the OMol25 dataset: a molecular structure, C23H25BrCl2I3N2O7S2Tl (ωB97M-V with the def2-TZVPD basis set).

Geometry as XYZ:
```
66
Properties=species:S:1:pos:R:3
Tl 0.56 0.01 0.37
I 1.64 -2.37 2.22
C 3.86 -2.40 1.35
I 4.21 -0.69 0.10
H 4.02 -3.26 0.71
H 4.62 -2.35 2.12
C -5.10 -1.17 -1.95
C -3.67 -1.60 -1.82
C -3.34 -2.93 -1.54
C -2.02 -3.31 -1.44
C -1.07 -2.31 -1.60
Br 0.76 -2.75 -1.58
N -1.35 -1.06 -1.85
C -2.62 -0.70 -1.95
H -5.65 -1.84 -2.62
H -5.17 -0.16 -2.35
H -5.61 -1.19 -0.98
H -4.13 -3.67 -1.41
H -1.73 -4.32 -1.20
H -2.79 0.35 -2.13
Cl -3.36 3.00 -6.44
C -2.55 2.98 -4.89
C -3.11 3.71 -3.83
C -2.46 3.72 -2.64
Cl -3.12 4.62 -1.31
C -1.21 3.02 -2.37
O -0.63 3.14 -1.28
C -0.74 2.23 -3.48
C 0.42 1.36 -3.36
O 1.15 1.16 -2.41
C -1.41 2.25 -4.72
H -4.03 4.25 -3.97
H 0.63 0.82 -4.31
H -0.99 1.67 -5.54
O -0.30 -2.63 3.15
S -1.14 -1.59 2.42
O -2.49 -1.74 2.97
O -0.59 -0.25 2.68
O -1.13 -1.90 0.98
I -5.25 -0.81 3.48
C -3.93 0.60 2.70
C -3.32 1.53 3.52
C -2.52 2.49 2.92
C -2.37 2.47 1.54
N -2.97 1.57 0.76
C -3.73 0.65 1.34
H -3.44 1.50 4.59
H -1.99 3.21 3.52
H -1.77 3.20 1.03
H -4.19 -0.07 0.68
C 0.96 5.59 -0.07
C 1.69 4.72 0.94
S 1.71 2.94 0.41
O 2.34 2.25 1.56
C 3.05 3.10 -0.85
C 4.40 3.32 -0.20
H 0.68 6.55 0.36
H 0.07 5.06 -0.41
H 1.59 5.78 -0.95
H 1.15 4.69 1.88
H 2.71 5.05 1.14
H 2.75 3.88 -1.54
H 3.02 2.14 -1.36
H 4.60 4.38 0.01
H 5.21 2.93 -0.82
H 4.41 2.77 0.74
```

The calculation puts the highest occupied orbital energy at -0.096 Ha. Its spin multiplicity is 1. Its charge is -2. Its lowest unoccupied orbital energy is 3.8008 eV. Its HOMO-LUMO gap is 6.41 eV.

***

Most stable: entry w. Least stable: entry x.